1.
{"formula": "C21H25F3N2O3", "method": "ωB97M-V with the def2-TZVPD basis set", "elements": ["O", "C", "C", "C", "C", "C", "C", "C", "H", "H", "H", "C", "F", "F", "F", "H", "C", "C", "C", "H", "H", "C", "N", "C", "O", "C", "C", "H", "H", "C", "N", "C", "O", "C", "H", "C", "H", "H", "C", "H", "H", "H", "H", "H", "H", "H", "C", "H", "H", "H", "H", "H", "H", "H"], "xyz": [[-2.518, 0.678, -2.150], [-1.322, 0.515, -2.106], [-0.418, 1.326, -2.981], [0.597, 0.768, -3.746], [1.389, 1.585, -4.541], [1.182, 2.956, -4.587], [0.159, 3.508, -3.835], [-0.640, 2.700, -3.047], [-1.448, 3.123, -2.469], [-0.018, 4.572, -3.871], [1.811, 3.578, -5.205], [2.464, 0.943, -5.372], [3.399, 1.807, -5.788], [1.969, 0.357, -6.478], [3.112, -0.027, -4.699], [0.765, -0.298, -3.756], [-0.689, -0.457, -1.134], [-0.610, -1.879, -1.713], [-0.085, -2.812, -0.625], [0.021, -3.826, -1.014], [-0.788, -2.822, 0.208], [1.269, -2.305, -0.126], [1.133, -0.961, 0.390], [1.125, -0.578, 1.687], [0.957, 0.589, 2.000], [1.400, -1.661, 2.720], [1.087, -1.189, 4.140], [1.426, -0.159, 4.258], [1.622, -1.815, 4.855], [-0.412, -1.276, 4.458], [-1.210, -0.305, 3.759], [-1.740, -0.506, 2.540], [-1.718, -1.554, 1.921], [-2.365, 0.802, 2.086], [-1.671, 1.267, 1.382], [-2.457, 1.620, 3.371], [-3.401, 1.417, 3.879], [-2.375, 2.691, 3.199], [-1.289, 1.072, 4.193], [-0.359, 1.596, 3.945], [-1.459, 1.123, 5.271], [-3.317, 0.643, 1.583], [-0.567, -1.132, 5.532], [-0.788, -2.265, 4.176], [0.792, -2.537, 2.495], [2.457, -1.932, 2.645], [0.694, -0.027, -0.625], [0.651, 0.965, -0.169], [1.430, -0.014, -1.435], [1.679, -2.970, 0.631], [1.981, -2.268, -0.961], [-1.602, -2.194, -2.038], [0.059, -1.911, -2.576], [-1.366, -0.521, -0.274]], "nbo_charge": [-0.519, 0.602, -0.146, -0.189, -0.085, -0.185, -0.211, -0.149, 0.230, 0.222, 0.231, 0.965, -0.320, -0.325, -0.327, 0.227, -0.351, -0.382, -0.423, 0.210, 0.245, -0.207, -0.443, 0.717, -0.672, -0.513, -0.406, 0.226, 0.210, -0.209, -0.433, 0.715, -0.674, -0.507, 0.234, -0.399, 0.205, 0.216, -0.208, 0.207, 0.195, 0.237, 0.200, 0.219, 0.232, 0.232, -0.219, 0.248, 0.197, 0.216, 0.190, 0.227, 0.186, 0.260], "homo_ev": -8.996, "energy_ev": -39460.3130, "spin_multiplicity": 1, "relative_energy_ev": 0.000, "smiles": "O=C(c1cccc(C(F)(F)F)c1)[C@H]1CCCN(C(=O)CCCN2CCCC2=O)C1", "total_charge": 0}


2.
{"formula": "C7H10N2", "method": "ωB97M-V with the def2-TZVPD basis set", "elements": ["C", "C", "C", "C", "C", "C", "C", "H", "H", "H", "H", "H", "H", "H", "H", "H", "H", "N", "N"], "xyz": [[-1.345, 1.246, 0.228], [-1.134, -0.206, -0.047], [0.079, -1.028, -0.195], [1.355, -0.668, -0.134], [2.643, -1.531, 0.122], [1.733, 0.740, -0.089], [2.430, 1.784, -0.161], [-0.438, 1.828, 0.282], [-1.955, 1.746, -0.695], [-1.955, 1.466, 1.067], [-0.248, -2.107, -0.212], [3.216, -0.870, 0.910], [3.372, -1.512, -0.733], [2.329, -2.587, 0.525], [3.294, 2.668, 0.034], [-3.496, 0.688, -0.641], [-4.143, -0.683, -0.294], [-2.296, -0.837, 0.057], [-3.441, -0.137, -0.025]], "nbo_charge": [-0.663, 0.137, -0.186, -0.075, -0.627, -0.071, -0.262, 0.241, 0.188, 0.233, 0.232, 0.235, 0.232, 0.229, 0.285, 0.341, 0.355, -0.213, -0.613], "homo_ev": -7.900, "energy_ev": -10395.9068, "spin_multiplicity": 1, "relative_energy_ev": 5.704, "smiles": "C#C/C(C)=C\\C(C)=N\\N", "total_charge": 0}


3.
{"formula": "C72H168N6O24", "method": "ωB97M-V with the def2-TZVPD basis set", "elements": ["C", "C", "O", "O", "H", "H", "H", "H", "H", "H", "C", "C", "O", "O", "H", "H", "H", "H", "H", "H", "C", "C", "O", "O", "H", "H", "H", "H", "H", "H", "C", "C", "O", "O", "H", "H", "H", "H", "H", "H", "C", "C", "O", "O", "H", "H", "H", "H", "H", "H", "C", "C", "O", "O", "H", "H", "H", "H", "H", "H", "C", "C", "O", "O", "H", "H", "H", "H", "H", "H", "C", "C", "O", "O", "H", "H", "H", "H", "H", "H", "C", "C", "O", "O", "H", "H", "H", "H", "H", "H", "C", "C", "C", "C", "C", "C", "N", "O", "C", "C", "C", "H", "H", "H", "H", "H", "H", "H", "H", "H", "H", "H", "H", "H", "H", "H", "H", "H", "H", "H", "C", "C", "C", "C", "C", "C", "N", "O", "C", "C", "C", "H", "H", "H", "H", "H", "H", "H", "H", "H", "H", "H", "H", "H", "H", "H", "H", "H", "H", "H", "C", "C", "C", "C", "C", "C", "N", "O", "C", "C", "C", "H", "H", "H", "H", "H", "H", "H", "H", "H", "H", "H", "H", "H", "H", "H", "H", "H", "H", "H", "C", "C", "C", "C", "C", "C", "N", "O", "C", "C", "C", "H", "H", "H", "H", "H", "H", "H", "H", "H", "H", "H", "H", "H", "H", "H", "H", "H", "H", "H", "C", "C", "C", "C", "C", "C", "N", "O", "C", "C", "C", "H", "H", "H", "H", "H", "H", "H", "H", "H", "H", "H", "H", "H", "H", "H", "H", "H", "H", "H", "C", "C", "C", "C", "C", "C", "N", "O", "C", "C", "C", "H", "H", "H", "H", "H", "H", "H", "H", "H", "H", "H", "H", "H", "H", "H", "H", "H", "H", "H"], "xyz": [[-7.404, -2.517, -0.625], [-6.193, -1.621, -0.668], [-5.715, -1.559, -1.996], [-7.061, -3.881, -0.494], [-8.024, -2.309, -1.507], [-8.057, -2.370, 0.252], [-5.478, -1.930, 0.109], [-6.435, -0.586, -0.399], [-4.889, -2.056, -2.025], [-6.423, -4.046, -1.188], [-5.364, 5.910, -1.878], [-4.012, 6.119, -1.261], [-3.035, 5.414, -2.041], [-5.520, 6.569, -3.133], [-6.178, 6.287, -1.270], [-5.476, 4.799, -1.838], [-3.939, 5.707, -0.256], [-3.823, 7.198, -1.160], [-2.623, 6.022, -2.659], [-4.707, 6.412, -3.624], [0.636, 2.414, -5.283], [2.044, 3.042, -5.401], [2.019, 4.338, -6.037], [0.649, 0.999, -5.091], [0.139, 2.744, -6.209], [0.138, 2.861, -4.424], [2.710, 2.386, -5.960], [2.452, 3.295, -4.419], [1.784, 4.185, -6.959], [-0.271, 0.734, -5.191], [0.915, 6.158, 1.083], [-0.362, 5.958, 0.295], [-1.528, 5.806, 1.116], [1.545, 4.891, 1.327], [0.765, 6.635, 2.057], [1.622, 6.766, 0.511], [-0.184, 5.039, -0.278], [-0.406, 6.807, -0.388], [-1.704, 6.670, 1.510], [0.957, 4.219, 1.681], [2.993, -3.877, -1.673], [2.971, -3.912, -3.185], [2.124, -4.948, -3.748], [3.914, -4.793, -1.124], [1.961, -4.048, -1.340], [3.210, -2.819, -1.447], [4.017, -3.966, -3.515], [2.505, -3.027, -3.624], [2.642, -5.756, -3.785], [3.542, -5.108, -0.288], [-3.591, 6.366, 4.217], [-4.164, 5.372, 3.234], [-3.171, 4.463, 2.836], [-3.184, 5.732, 5.437], [-4.252, 7.211, 4.413], [-2.659, 6.798, 3.841], [-4.575, 5.939, 2.393], [-4.935, 4.804, 3.759], [-2.623, 4.820, 2.129], [-3.977, 5.334, 5.807], [-4.588, 1.294, -5.671], [-3.221, 1.344, -4.998], [-2.200, 0.604, -5.665], [-4.565, 1.666, -7.048], [-5.261, 1.948, -5.108], [-5.028, 0.288, -5.725], [-3.360, 0.960, -3.988], [-2.869, 2.372, -4.961], [-2.331, -0.302, -5.375], [-4.924, 2.550, -7.162], [-3.626, -4.495, -1.897], [-2.966, -3.324, -1.189], [-2.953, -2.154, -2.024], [-5.027, -4.406, -2.233], [-3.481, -5.382, -1.271], [-3.027, -4.702, -2.795], [-1.981, -3.765, -0.963], [-3.472, -3.080, -0.252], [-2.499, -1.421, -1.590], [-5.155, -4.709, -3.138], [-0.660, -3.959, -4.770], [-0.651, -2.460, -4.884], [-1.897, -1.902, -4.488], [-0.463, -4.380, -3.412], [0.116, -4.382, -5.405], [-1.674, -4.222, -5.108], [-0.480, -2.152, -5.917], [0.232, -2.145, -4.298], [-2.125, -2.230, -3.607], [0.479, -4.586, -3.354], [2.221, -8.221, 1.410], [1.271, -7.030, 1.244], [-0.097, -7.478, 1.869], [-0.926, -6.316, 2.385], [-0.103, -5.488, 3.343], [1.139, -4.807, 2.689], [1.825, -5.879, 1.984], [3.024, -5.340, 1.334], [0.667, -3.624, 1.804], [2.079, -4.252, 3.771], [1.026, -6.759, -0.252], [2.447, -8.363, 2.468], [3.163, -8.112, 0.869], [1.753, -9.117, 0.989], [-0.612, -8.010, 1.064], [0.115, -8.189, 2.680], [-1.835, -6.697, 2.854], [-1.238, -5.716, 1.531], [0.298, -6.089, 4.168], [-0.689, -4.677, 3.787], [0.132, -3.954, 0.921], [0.072, -2.924, 2.398], [1.510, -3.004, 1.490], [2.957, -3.806, 3.298], [1.601, -3.418, 4.286], [2.295, -5.057, 4.465], [0.483, -5.825, -0.423], [0.558, -7.647, -0.700], [1.921, -6.643, -0.872], [3.829, -5.608, 1.796], [5.146, 6.806, -0.738], [5.033, 5.260, -0.880], [6.263, 4.763, -1.672], [6.335, 3.262, -1.610], [6.434, 2.766, -0.148], [5.272, 3.161, 0.763], [5.050, 4.603, 0.471], [4.124, 5.212, 1.412], [4.082, 2.221, 0.481], [5.684, 3.005, 2.291], [3.763, 4.983, -1.686], [5.194, 7.253, -1.736], [6.053, 7.103, -0.217], [4.243, 7.214, -0.280], [6.102, 5.117, -2.692], [7.155, 5.231, -1.249], [7.231, 2.936, -2.136], [5.499, 2.758, -2.107], [7.387, 3.104, 0.261], [6.544, 1.680, -0.107], [3.737, 2.318, -0.553], [4.364, 1.176, 0.619], [3.219, 2.332, 1.160], [4.956, 3.536, 2.903], [5.578, 1.960, 2.582], [6.694, 3.382, 2.396], [3.718, 5.590, -2.594], [2.863, 5.218, -1.115], [3.733, 3.952, -2.057], [3.225, 4.922, 1.203], [-2.058, 1.879, 1.137], [-2.098, 1.213, -0.231], [-1.560, 2.222, -1.286], [-0.070, 2.436, -1.311], [0.538, 1.100, -1.650], [0.232, 0.023, -0.573], [-1.253, -0.010, -0.283], [-1.551, -0.926, 0.806], [0.527, -1.365, -1.140], [1.152, 0.271, 0.654], [-3.555, 0.933, -0.580], [-2.613, 2.816, 1.113], [-1.049, 2.131, 1.466], [-2.560, 1.254, 1.871], [-1.875, 1.918, -2.290], [-2.186, 3.115, -1.138], [0.257, 2.798, -0.331], [0.191, 3.181, -2.062], [1.631, 1.093, -1.753], [0.165, 0.724, -2.604], [1.487, -1.337, -1.662], [0.595, -2.126, -0.362], [-0.277, -1.631, -1.830], [2.173, 0.281, 0.264], [1.032, 1.282, 1.051], [0.950, -0.462, 1.434], [-3.693, 0.580, -1.604], [-4.116, 1.872, -0.499], [-4.041, 0.272, 0.152], [-1.364, -0.563, 1.677], [5.670, -1.350, -4.247], [5.234, 0.108, -4.448], [6.431, 1.017, -4.294], [7.366, 1.013, -5.492], [6.652, 1.300, -6.799], [5.420, 0.407, -7.032], [4.650, 0.418, -5.767], [3.409, -0.299, -5.931], [4.572, 1.078, -8.134], [5.866, -1.001, -7.532], [4.196, 0.511, -3.371], [6.653, -1.564, -4.673], [5.047, -2.071, -4.787], [5.733, -1.568, -3.177], [6.052, 2.030, -4.130], [6.936, 0.689, -3.381], [7.873, 0.041, -5.547], [8.169, 1.734, -5.316], [7.322, 1.083, -7.626], [6.306, 2.339, -6.810], [5.206, 1.260, -9.006], [3.736, 0.458, -8.475], [4.213, 2.035, -7.749], [6.533, -0.893, -8.392], [6.469, -1.541, -6.794], [5.008, -1.623, -7.767], [4.652, 0.346, -2.392], [3.297, -0.109, -3.471], [4.021, 1.581, -3.512], [2.638, 0.271, -5.781], [-6.587, -2.558, 6.241], [-6.615, -2.256, 4.738], [-6.208, -0.740, 4.522], [-4.722, -0.466, 4.380], [-4.137, -1.438, 3.367], [-4.277, -2.939, 3.764], [-5.738, -3.163, 3.940], [-5.991, -4.524, 4.382], [-3.799, -3.793, 2.564], [-3.446, -3.236, 5.038], [-8.056, -2.455, 4.274], [-6.788, -3.623, 6.349], [-7.346, -1.962, 6.738], [-5.628, -2.295, 6.697], [-6.783, -0.408, 3.649], [-6.643, -0.204, 5.365], [-4.245, -0.555, 5.357], [-4.601, 0.563, 4.032], [-3.049, -1.309, 3.261], [-4.674, -1.347, 2.421], [-4.541, -3.706, 1.773], [-2.840, -3.359, 2.262], [-3.637, -4.825, 2.881], [-3.733, -2.613, 5.893], [-3.624, -4.246, 5.431], [-2.400, -3.193, 4.713], [-8.720, -1.717, 4.739], [-8.373, -3.451, 4.578], [-8.095, -2.315, 3.187], [-6.444, -4.916, 3.633], [-0.981, -0.924, 6.331], [-0.528, 0.535, 6.543], [0.395, 0.614, 7.807], [1.831, 0.125, 7.628], [2.440, 0.856, 6.456], [1.627, 0.684, 5.147], [0.223, 1.124, 5.387], [-0.524, 1.066, 4.152], [2.236, 1.603, 4.089], [1.747, -0.787, 4.706], [-1.810, 1.363, 6.793], [-0.205, -1.629, 6.637], [-1.264, -1.069, 5.286], [-1.856, -1.127, 6.949], [0.441, 1.656, 8.130], [-0.175, 0.089, 8.579], [1.884, -0.957, 7.474], [2.371, 0.327, 8.561], [3.411, 0.452, 6.163], [2.401, 1.941, 6.648], [3.227, 1.231, 3.810], [1.671, 1.565, 3.157], [2.323, 2.607, 4.484], [2.791, -0.979, 4.438], [1.444, -1.450, 5.509], [1.136, -0.953, 3.814], [-2.508, 1.156, 5.983], [-1.578, 2.425, 6.886], [-2.230, 1.113, 7.774], [-0.759, 1.981, 3.971]], "mulliken_charge": [-0.743, 0.285, -0.572, -0.617, 0.284, 0.379, -0.258, 0.376, 0.046, 0.451, -0.467, 0.071, -0.323, -0.521, 0.377, 0.180, -0.116, 0.335, 0.235, 0.325, 0.323, 0.659, -0.616, -0.128, 0.579, -0.176, -0.305, -0.532, 0.409, -0.049, -0.284, -0.302, -0.323, -0.530, 0.313, 0.168, -0.181, 0.378, 0.225, 0.139, 0.942, 0.074, -0.585, -0.724, -0.380, 0.044, 0.472, -0.315, 0.270, 0.517, -0.420, -0.439, -0.155, -0.505, 0.389, 0.126, 0.163, 0.441, 0.203, 0.309, -0.742, 0.454, -0.657, -0.533, 0.478, 0.184, -0.223, 0.337, 0.366, 0.293, -1.047, 0.806, 0.832, -0.527, 0.407, 0.272, -0.065, -0.337, -0.474, 0.279, -1.071, 0.569, -0.449, -0.378, 0.470, 0.261, 0.632, -0.416, -0.092, 0.048, -2.042, 1.825, -1.654, 0.418, -0.859, 1.893, 0.241, -0.682, -0.638, -2.007, -1.631, 0.502, 0.374, 0.373, 0.509, 0.404, 0.474, -0.361, 0.584, -0.231, -0.258, -0.260, 0.862, 0.540, -0.132, 0.554, 0.143, 0.581, 0.272, 0.272, -1.948, 1.809, -1.683, 1.694, -1.927, 2.014, 0.277, -0.501, -0.463, -1.979, -0.687, 0.425, 0.453, 0.209, 0.462, 0.318, 0.717, -1.405, 0.439, 0.454, -0.511, 0.764, -0.333, 0.351, 0.314, 0.463, 0.636, -0.308, -0.320, 0.549, -1.425, 2.907, -0.729, 0.030, -0.588, 3.636, 0.689, 1.926, -0.136, -0.334, -1.518, 0.417, -0.272, -0.050, -0.517, -0.284, -0.682, 0.757, -0.590, 0.403, -0.681, -0.784, -0.314, 0.095, -0.456, -0.681, -0.114, 0.610, -0.256, -0.893, -1.724, 2.445, -1.222, -1.382, -1.206, 1.205, 0.957, -0.584, -1.910, -1.658, -1.783, 0.290, 0.343, 0.479, 0.290, 0.618, 0.470, 0.415, 0.489, 0.352, 0.449, 0.365, 0.311, 0.471, 0.349, 0.302, 0.760, 0.417, -0.591, 0.200, -1.855, 1.574, -1.707, -0.013, -0.251, 1.703, 0.690, -0.594, -1.241, -0.809, -1.746, 0.400, 0.493, 0.331, 0.344, 0.512, 0.104, 0.347, -0.655, 0.090, 0.295, -0.152, 0.481, 0.051, 0.376, -0.241, 0.377, 0.418, 0.254, 0.340, -1.527, 2.097, -1.699, -0.562, -1.365, 2.399, -0.200, 0.594, -1.671, -1.959, -2.009, 0.360, -0.150, 0.623, 0.406, 0.403, 0.294, 0.404, 0.438, 0.426, 0.264, -0.450, 0.702, 0.596, 0.410, 0.003, 0.140, 0.531, 0.475, 0.086], "homo_ev": -7.954, "energy_ev": -135459.7433, "spin_multiplicity": 1, "relative_energy_ev": 0.000, "total_charge": 0}